(1)
Here is a molecular structure, C65H169N14O16Pb at a distorted geometry from OMol25. Energies are from the ωB97M-V functional and the def2-TZVPD basis.

Output
- LUMO level (eV) = -2.74
- energy above the lowest of the compared OMol25 structures with the same formula, charge and spin (kJ/mol) = 336.8
- E_HOMO (Eh) = -0.309
- charge = +1
- E (eV) = -128995.1087
- multiplicity = 1
- Kohn-Sham gap (eV) = 5.68

Each line ends with the Löwdin charge.
Cartesian coordinates (Å):
Pb: 21.466 20.541 10.912  1.6141
C: 17.503 21.524 14.370  -0.0200
C: 18.901 22.237 14.610  -0.4194
C: 18.958 22.970 15.990  -0.1177
C: 18.996 22.072 17.225  -0.1897
C: 20.155 21.110 17.103  -0.1357
C: 20.199 20.270 15.765  -0.4054
N: 19.995 21.200 14.582  -0.1485
O: 20.270 20.603 13.295  -0.3713
C: 19.037 19.186 15.817  -0.0125
C: 21.535 19.502 15.688  -0.0377
C: 19.177 23.359 13.588  -0.0310
H: 16.826 22.296 14.003  0.0575
H: 16.979 21.117 15.235  0.0473
H: 17.476 20.731 13.623  0.0610
H: 18.018 23.510 16.104  0.0992
H: 19.814 23.644 16.008  0.0922
H: 18.129 21.415 17.299  0.0867
H: 19.100 22.576 18.186  0.1030
H: 19.982 20.446 17.950  0.0991
H: 21.072 21.690 17.206  0.1063
H: 18.090 19.547 16.217  0.0647
H: 19.324 18.326 16.421  0.0628
H: 18.938 18.731 14.831  0.0459
H: 21.448 18.607 15.073  0.0384
H: 21.752 19.158 16.700  0.0619
H: 22.459 20.037 15.466  0.0770
H: 19.046 23.146 12.527  0.0346
H: 20.190 23.761 13.608  0.0691
H: 18.503 24.182 13.826  0.0870
C: 22.781 16.443 16.479  -0.0657
C: 22.852 14.993 16.950  -0.4285
C: 24.231 14.413 16.694  -0.1775
O: 24.364 14.266 15.249  -0.1910
C: 25.678 13.904 14.907  -0.1327
N: 22.564 15.016 18.367  0.0481
H: 21.743 16.691 16.703  0.0558
H: 22.814 16.470 15.390  0.0515
H: 23.485 17.184 16.858  0.0890
H: 22.052 14.409 16.496  0.1345
H: 24.214 13.501 17.291  0.1232
H: 25.049 15.020 17.084  0.1259
H: 26.326 14.760 15.098  0.0838
H: 25.716 13.573 13.870  0.0850
H: 26.106 13.076 15.472  0.0849
H: 23.270 15.570 18.830  0.0780
H: 21.723 15.561 18.489  0.0068
C: 24.967 22.252 13.569  -0.0157
C: 23.621 22.074 12.726  -0.3537
C: 23.183 23.397 11.968  -0.1637
O: 22.039 23.019 11.252  -0.3840
C: 21.536 24.026 10.347  -0.0499
N: 23.762 20.952 11.779  -0.0814
H: 25.326 21.311 13.986  0.0737
H: 24.673 22.911 14.386  0.0470
H: 25.813 22.711 13.057  0.0792
H: 22.766 21.782 13.335  0.1094
H: 24.008 23.662 11.306  0.1315
H: 22.882 24.260 12.562  0.1168
H: 22.337 24.410 9.717  0.1024
H: 21.154 24.842 10.961  0.0811
H: 20.629 23.741 9.814  0.0817
H: 24.305 21.205 10.965  0.0908
H: 24.219 20.169 12.224  0.0896
C: 25.231 25.322 19.061  -0.0404
C: 25.527 24.991 17.596  -0.4673
C: 24.596 25.695 16.611  -0.1747
O: 23.195 25.379 16.831  -0.2036
C: 22.655 24.320 16.071  -0.0816
N: 26.921 25.249 17.345  0.0521
H: 24.170 25.190 19.274  0.0622
H: 25.377 26.393 19.198  0.0835
H: 25.869 24.686 19.676  0.0833
H: 25.361 23.915 17.538  0.1140
H: 24.955 25.550 15.592  0.1149
H: 24.779 26.764 16.725  0.1091
H: 21.758 23.955 16.572  0.0693
H: 23.273 23.422 16.044  0.0650
H: 22.422 24.629 15.052  0.0773
H: 27.148 26.229 17.436  0.0784
H: 27.033 24.989 16.375  0.0649
C: 14.546 19.305 13.738  -0.0712
C: 13.676 18.128 13.360  -0.4280
C: 13.322 17.048 14.498  -0.1743
O: 14.471 16.285 14.785  -0.1933
C: 14.265 15.295 15.756  -0.1056
N: 12.524 18.631 12.660  0.0185
H: 14.944 19.749 12.826  0.0570
H: 15.413 18.874 14.239  0.0690
H: 14.008 20.006 14.376  0.0860
H: 14.185 17.581 12.566  0.1284
H: 12.494 16.452 14.115  0.1192
H: 12.895 17.596 15.337  0.1205
H: 13.980 15.769 16.696  0.0937
H: 15.043 14.550 15.920  0.0725
H: 13.512 14.611 15.363  0.0852
H: 12.830 19.378 12.053  0.0647
H: 11.890 19.101 13.291  0.0713
C: 17.647 23.340 21.181  -0.0690
C: 17.618 21.910 21.633  -0.4359
C: 16.836 21.037 20.602  -0.1494
O: 16.954 19.648 21.022  -0.2224
C: 16.513 18.659 20.133  -0.1055
N: 18.951 21.404 21.823  0.0572
H: 18.193 23.549 20.261  0.0679
H: 17.980 24.046 21.942  0.0703
H: 16.624 23.692 21.047  0.0821
H: 17.066 21.805 22.567  0.1429
H: 17.306 21.131 19.623  0.1021
H: 15.786 21.319 20.528  0.1238
H: 16.772 17.709 20.601  0.0905
H: 17.137 18.830 19.256  0.0646
H: 15.456 18.685 19.867  0.0899
H: 19.623 21.625 21.102  0.0602
H: 18.734 20.426 21.693  0.0528
C: 19.771 27.147 17.600  -0.0387
C: 20.909 27.768 18.458  -0.4072
C: 21.303 26.897 19.675  -0.1835
O: 20.155 26.615 20.477  -0.2032
C: 20.358 25.746 21.610  -0.0851
N: 22.082 27.999 17.676  0.0542
H: 19.877 26.069 17.474  0.0678
H: 19.639 27.668 16.651  0.0661
H: 18.813 27.294 18.100  0.0723
H: 20.598 28.778 18.727  0.1355
H: 22.057 27.418 20.265  0.1239
H: 21.734 25.921 19.452  0.1098
H: 20.153 24.760 21.194  0.0593
H: 19.614 25.887 22.395  0.0844
H: 21.367 25.766 22.020  0.0866
H: 22.632 27.153 17.654  0.0350
H: 21.680 28.066 16.752  0.0332
C: 22.959 30.073 14.948  -0.0485
C: 23.698 28.788 14.549  -0.4470
C: 22.868 27.829 13.662  -0.1661
O: 21.583 27.630 14.296  -0.2080
C: 20.630 27.095 13.390  -0.0968
N: 24.885 29.214 13.845  0.0329
H: 22.156 29.881 15.659  0.0575
H: 22.532 30.508 14.044  0.0884
H: 23.570 30.709 15.588  0.0853
H: 23.955 28.313 15.496  0.1009
H: 23.343 26.889 13.379  0.1082
H: 22.759 28.408 12.745  0.1176
H: 20.433 27.766 12.554  0.0893
H: 19.694 26.965 13.932  0.0866
H: 20.974 26.118 13.051  0.0542
H: 25.602 28.507 13.767  0.0666
H: 25.339 29.919 14.408  0.0713
C: 15.986 28.336 12.575  -0.0801
C: 16.451 27.972 11.170  -0.3904
C: 16.287 26.454 10.734  -0.2214
O: 16.600 25.526 11.698  -0.1565
C: 16.758 24.203 11.177  -0.1038
N: 15.722 28.889 10.266  0.0381
H: 16.337 27.752 13.427  0.0571
H: 14.905 28.214 12.638  0.0685
H: 16.304 29.327 12.900  0.0832
H: 17.531 28.116 11.180  0.1259
H: 16.998 26.371 9.912  0.1116
H: 15.334 26.338 10.217  0.1229
H: 15.986 23.743 10.560  0.0949
H: 16.944 23.397 11.888  0.0466
H: 17.709 24.189 10.645  0.0730
H: 14.791 29.079 10.610  0.0674
H: 16.235 29.727 10.500  0.0665
C: 22.116 15.825 12.212  -0.0308
C: 21.122 16.986 12.120  -0.4063
C: 19.917 16.962 13.141  -0.1478
O: 19.047 15.868 12.819  -0.1941
C: 18.090 15.518 13.782  -0.0903
N: 21.800 18.212 12.300  -0.0009
H: 21.619 14.855 12.218  0.0904
H: 22.711 15.762 13.124  0.0683
H: 22.796 15.883 11.362  0.0813
H: 20.776 16.927 11.088  0.0988
H: 19.345 17.884 13.036  0.0983
H: 20.248 16.890 14.177  0.1141
H: 17.426 14.819 13.273  0.1024
H: 17.590 16.403 14.176  0.0783
H: 18.631 15.149 14.653  0.0821
H: 21.614 18.527 13.242  0.0358
H: 22.764 17.914 12.342  0.0795
C: 16.912 20.419 10.379  -0.0371
C: 18.412 20.072 10.474  -0.4260
C: 18.916 19.278 9.316  -0.2058
O: 20.276 18.901 9.487  -0.4069
C: 20.669 17.734 8.717  -0.0650
N: 19.032 21.382 10.454  -0.0225
H: 16.734 21.067 9.520  0.0854
H: 16.515 20.952 11.242  0.0658
H: 16.300 19.530 10.226  0.0865
H: 18.509 19.450 11.364  0.1378
H: 18.780 19.745 8.340  0.1428
H: 18.363 18.346 9.204  0.1392
H: 20.679 17.871 7.636  0.0989
H: 20.086 16.826 8.877  0.1002
H: 21.676 17.477 9.047  0.0904
H: 18.697 21.901 9.655  0.0929
H: 18.736 21.986 11.208  0.0389
C: 25.033 20.834 17.659  -0.0770
C: 25.103 20.710 19.135  -0.4369
C: 23.694 20.858 19.843  -0.1515
O: 23.852 20.696 21.284  -0.2344
C: 22.670 20.463 22.086  -0.0652
N: 25.639 19.382 19.481  0.0455
H: 24.402 20.042 17.254  0.0655
H: 26.042 20.753 17.254  0.0863
H: 24.570 21.785 17.395  0.0515
H: 25.764 21.451 19.585  0.1332
H: 22.989 20.120 19.460  0.0999
H: 23.162 21.802 19.721  0.1155
H: 22.138 21.381 22.335  0.0833
H: 23.041 19.850 22.908  0.0911
H: 22.105 19.746 21.491  0.0682
H: 25.387 19.303 20.455  0.0585
H: 26.626 19.592 19.535  0.0720
C: 20.145 17.734 19.259  -0.0830
O: 20.310 16.417 18.738  -0.2571
C: 19.041 15.698 18.722  -0.1628
C: 19.305 14.264 18.300  -0.2324
N: 18.104 13.445 18.206  -0.0465
C: 18.486 12.060 17.796  -0.1858
C: 17.246 11.226 17.448  -0.2198
O: 16.453 11.852 16.455  -0.2241
C: 15.297 11.141 16.068  -0.0943
H: 21.007 18.359 19.025  0.0742
H: 20.027 17.670 20.341  0.0973
H: 19.254 18.196 18.833  0.0563
H: 18.461 16.145 17.914  0.1177
H: 18.516 15.740 19.677  0.1267
H: 19.955 13.831 19.061  0.1249
H: 19.866 14.249 17.366  0.1043
H: 17.512 13.791 17.465  0.0892
H: 19.130 11.584 18.535  0.1234
H: 19.091 12.135 16.892  0.1096
H: 16.608 11.247 18.331  0.1224
H: 17.615 10.236 17.181  0.1242
H: 15.641 10.306 15.457  0.0906
H: 14.653 11.849 15.546  0.0814
H: 14.788 10.779 16.961  0.0878
C: 15.007 22.764 17.088  -0.1190
O: 14.207 23.709 16.396  -0.1808
C: 15.119 24.703 15.794  -0.1776
C: 14.364 25.840 15.086  -0.1842
N: 13.665 26.697 16.075  -0.0437
C: 12.812 27.690 15.360  -0.1769
C: 11.379 27.179 15.281  -0.2286
O: 11.139 26.433 14.079  -0.2106
C: 9.792 25.853 14.166  -0.0739
H: 15.943 23.155 17.489  0.0695
H: 15.321 22.026 16.350  0.0653
H: 14.432 22.340 17.911  0.0898
H: 15.743 24.131 15.108  0.0934
H: 15.822 25.068 16.543  0.1129
H: 13.646 25.379 14.407  0.1146
H: 14.955 26.510 14.462  0.0864
H: 13.009 26.121 16.583  0.0834
H: 13.193 27.917 14.364  0.1003
H: 12.841 28.669 15.837  0.1090
H: 10.578 27.917 15.251  0.1149
H: 11.149 26.555 16.146  0.1114
H: 9.570 25.235 13.296  0.0846
H: 9.049 26.641 14.293  0.0823
H: 9.830 25.217 15.050  0.0808

(2)
Here is C4H7FS in the gas phase at a distorted geometry from OMol25. Energies are from the ωB97M-V functional and the def2-TZVPD basis.

Output
- LUMO level (eV) = -0.13
- energy above the lowest of the compared OMol25 structures with the same formula, charge and spin (kJ/mol) = 362.3
- E_HOMO (Eh) = -0.322
- E (eV) = -17810.5870
- multiplicity = 1
- SMILES string = CC(=S)[C@@H](C)F
- Kohn-Sham gap (eV) = 8.63

Each line ends with the Löwdin charge.
Cartesian coordinates (Å):
C: 1.340 0.419 -1.564  -0.1646
C: 0.557 0.201 -0.282  -0.9004
S: 1.243 0.125 1.064  0.8675
C: -0.962 0.032 -0.434  -0.5502
C: -1.645 -1.333 -0.243  -0.0525
F: -1.492 0.569 0.596  -0.0501
H: 0.692 -0.052 -2.432  0.0871
H: 1.653 1.595 -1.617  0.1258
H: 2.371 -0.400 -1.577  0.1489
H: -1.511 0.701 -1.226  0.1769
H: -1.510 -1.884 -1.261  0.1012
H: -2.781 -1.227 0.237  0.1481
H: -1.120 -1.756 0.631  0.0622